<i>
Below is a 2-piece molecular cluster, C3H10NO2 overall, with properties calculated with ωB97M-V/def2-TZVPD.

Results
LUMO (eV): 4.12
Total charge: -1
2S+1: 1
HOMO energy (eV): -2.74
Kohn-Sham gap (eV): 6.9

Atoms and positions in Å:
C (-0.858, 1.340, 1.222)
N (-0.498, 0.110, 0.567)
C (0.526, 0.587, -0.526)
C (1.600, -0.546, -0.819)
O (2.113, -0.847, 0.468)
H (-1.254, 1.950, 0.326)
H (-1.707, 0.925, 1.866)
H (-0.273, 1.972, 1.882)
H (0.324, -0.299, 1.194)
H (0.050, 0.814, -1.462)
H (1.034, 1.507, -0.167)
H (1.271, -1.602, -1.235)
H (2.023, -0.064, -1.780)
H (-1.254, -2.707, -0.470)
H (-1.467, -1.216, -0.175)
O (-1.631, -1.924, -0.891)

<ii>
Below is a 2-piece molecular cluster, C3H10NO2 overall, with properties calculated with ωB97M-V/def2-TZVPD.

Results
LUMO (eV): 4.08
Total charge: -1
2S+1: 1
HOMO energy (eV): -2.59
Kohn-Sham gap (eV): 6.7

Atoms and positions in Å:
C (-0.990, -0.705, 1.395)
N (-0.241, 0.037, 0.429)
C (0.188, -0.660, -0.768)
C (1.673, -0.310, -1.016)
O (2.497, -0.715, -0.051)
H (-1.113, -0.123, 2.316)
H (-0.505, -1.651, 1.676)
H (-2.020, -0.893, 1.075)
H (0.615, 0.448, 0.780)
H (-0.353, -0.544, -1.710)
H (0.287, -1.730, -0.665)
H (1.714, 0.774, -1.347)
H (1.953, -0.786, -2.005)
H (-0.675, 2.788, -0.075)
H (-1.429, 1.552, 0.037)
O (-1.602, 2.518, -0.071)

Which of them is the most stable? Correct choice: <ii>.

<i>
Below is a 2-piece molecular cluster, C2H6NO3 overall, with properties calculated with ωB97M-V/def2-TZVPD.

Results
LUMO (eV): 4.21
Total charge: -1
2S+1: 1
HOMO energy (eV): -4.04
Kohn-Sham gap (eV): 8.2

Atoms and positions in Å:
O (-1.791, 0.869, 1.730)
C (-1.059, 0.450, 0.807)
O (-1.372, -0.161, -0.236)
C (0.467, 0.810, 1.058)
N (1.242, 0.870, -0.210)
H (0.416, 1.827, 1.433)
H (0.946, 0.079, 1.701)
H (0.642, 1.184, -0.962)
H (1.502, -0.072, -0.447)
H (-0.845, -2.454, -1.947)
H (-0.165, -1.293, -1.212)
O (0.017, -2.108, -1.716)

<ii>
Below is a 2-piece molecular cluster, C2H6NO3 overall, with properties calculated with ωB97M-V/def2-TZVPD.

Results
LUMO (eV): 4.27
Total charge: -1
2S+1: 1
HOMO energy (eV): -4.30
Kohn-Sham gap (eV): 8.6

Atoms and positions in Å:
O (1.067, 1.734, 0.961)
C (0.354, 1.098, 0.240)
O (-0.491, 1.613, -0.649)
C (0.503, -0.424, 0.274)
N (1.035, -0.919, 1.545)
H (1.040, -0.823, -0.596)
H (-0.521, -0.707, 0.074)
H (1.820, -0.339, 1.806)
H (0.344, -1.075, 2.241)
H (-2.440, 0.177, -2.021)
H (-1.013, 0.059, -1.593)
O (-1.698, -0.394, -2.282)

Which of them is the most stable? Correct choice: <i>.

<i>
Below is a 2-piece molecular cluster, C2H6NO3 overall, with properties calculated with ωB97M-V/def2-TZVPD.

Results
LUMO (eV): 4.37
Total charge: -1
2S+1: 1
HOMO energy (eV): -4.39
Kohn-Sham gap (eV): 8.8

Atoms and positions in Å:
C (0.540, 0.205, -2.331)
O (1.087, -0.878, -1.597)
H (-0.547, 0.176, -2.363)
H (0.888, 1.146, -1.905)
H (0.920, 0.132, -3.358)
N (-0.915, -0.041, 2.703)
C (-0.409, -0.052, 1.380)
O (0.372, -0.988, 1.088)
O (-0.826, 0.879, 0.655)
H (-1.454, 0.751, 2.984)
H (-0.373, -0.514, 3.410)
H (0.716, -0.815, -0.666)

<ii>
Below is a 2-piece molecular cluster, C2H6NO3 overall, with properties calculated with ωB97M-V/def2-TZVPD.

Results
LUMO (eV): 4.28
Total charge: -1
2S+1: 1
HOMO energy (eV): -4.03
Kohn-Sham gap (eV): 8.3

Atoms and positions in Å:
O (-0.812, -0.141, 2.323)
C (-0.551, -0.047, 1.123)
O (-0.997, 0.724, 0.227)
C (0.670, -0.910, 0.584)
N (0.205, -1.812, -0.503)
H (1.440, -0.216, 0.289)
H (1.125, -1.421, 1.437)
H (0.133, -1.212, -1.318)
H (-0.713, -2.162, -0.216)
H (-0.589, 2.776, -1.834)
H (-0.143, 1.919, -0.702)
O (0.232, 2.505, -1.411)

Which of them is the most stable? Correct choice: <i>.

<i>
Below is H22O11Xe as an isolated structure, with properties calculated with ωB97M-V/def2-TZVPD.

Results
LUMO (eV): -0.82
Total charge: 0
2S+1: 1
HOMO energy (eV): -9.83
Kohn-Sham gap (eV): 9.0

Atoms and positions in Å:
Xe (-0.504, 0.045, 0.153)
O (-3.660, -2.068, 0.658)
H (-3.740, -1.168, 0.974)
H (-3.758, -1.999, -0.291)
O (1.383, 1.932, -1.906)
H (0.511, 2.297, -2.056)
H (1.968, 2.689, -1.932)
O (0.580, 0.356, -4.137)
H (0.653, 0.973, -3.409)
H (1.203, 0.677, -4.788)
O (-2.008, 2.806, 2.011)
H (-1.108, 2.837, 1.688)
H (-2.470, 3.471, 1.500)
O (0.349, -3.794, 0.042)
H (1.063, -3.449, 0.578)
H (0.504, -4.738, 0.015)
O (3.002, 1.331, 0.174)
H (2.610, 1.332, -0.699)
H (3.864, 1.729, 0.051)
O (-1.647, -3.519, 2.012)
H (-0.879, -3.349, 1.466)
H (-2.349, -3.015, 1.602)
O (-3.933, 0.299, 2.183)
H (-3.635, 1.196, 2.032)
H (-3.518, 0.043, 3.006)
O (1.013, -2.226, -3.493)
H (0.568, -2.361, -2.656)
H (0.815, -1.319, -3.726)
O (0.631, 3.242, 1.224)
H (0.654, 4.125, 0.856)
H (1.384, 2.799, 0.833)
O (3.684, -0.702, 1.884)
H (3.291, -0.001, 1.363)
H (3.479, -0.472, 2.790)

<ii>
Below is H22O11Xe as an isolated structure, with properties calculated with ωB97M-V/def2-TZVPD.

Results
LUMO (eV): -0.37
Total charge: 0
2S+1: 1
HOMO energy (eV): -10.46
Kohn-Sham gap (eV): 10.1

Atoms and positions in Å:
Xe (0.296, 0.329, 0.426)
O (0.381, -2.773, -2.124)
H (0.560, -2.989, -3.040)
H (1.208, -2.419, -1.796)
O (1.340, 0.283, 4.593)
H (0.509, 0.711, 4.385)
H (1.985, 0.731, 4.046)
O (3.965, 0.625, -1.775)
H (3.659, -0.063, -1.183)
H (4.632, 1.093, -1.274)
O (-3.044, 2.114, 0.069)
H (-2.484, 2.197, -0.703)
H (-3.912, 1.918, -0.285)
O (1.136, 0.812, -3.547)
H (1.802, 0.380, -3.011)
H (0.943, 1.625, -3.079)
O (-2.105, -1.069, -2.754)
H (-2.677, -0.847, -2.019)
H (-1.397, -1.581, -2.360)
O (-3.614, -1.581, -0.394)
H (-3.362, -1.277, 0.478)
H (-3.254, -2.465, -0.453)
O (2.723, 2.748, 0.412)
H (3.059, 2.189, 1.113)
H (2.464, 2.137, -0.278)
O (2.737, -1.819, -1.237)
H (2.402, -2.055, -0.372)
H (3.158, -2.616, -1.557)
O (-1.362, 1.141, 4.192)
H (-1.913, 1.646, 3.593)
H (-1.346, 0.260, 3.818)
O (-2.754, -0.157, 2.163)
H (-3.548, 0.357, 2.307)
H (-2.188, 0.416, 1.645)

Which of them is the most stable? Correct choice: <i>.

<i>
Below is a 2-piece molecular cluster, C4H10NO3 overall, with properties calculated with ωB97M-V/def2-TZVPD.

Results
LUMO (eV): 4.19
Total charge: -1
2S+1: 1
HOMO energy (eV): -3.57
Kohn-Sham gap (eV): 7.8

Atoms and positions in Å:
C (0.372, -1.681, 1.359)
C (-0.701, 1.441, -1.734)
C (0.415, -1.571, -0.219)
C (-0.732, 1.399, -0.141)
N (0.552, 1.558, 0.243)
O (0.540, 1.462, 1.668)
O (1.395, -0.710, -0.554)
O (-1.702, 1.082, 0.560)
H (0.298, -2.766, 1.404)
H (-0.522, -1.125, 1.693)
H (1.380, -1.234, 1.730)
H (0.023, 0.669, -2.168)
H (-0.315, 2.439, -2.050)
H (-1.653, 1.322, -2.185)
H (0.545, -2.492, -0.835)
H (-0.634, -1.307, -0.407)
H (1.093, 0.188, -0.134)
H (-0.353, 1.326, 1.771)

<ii>
Below is a 2-piece molecular cluster, C4H10NO3 overall, with properties calculated with ωB97M-V/def2-TZVPD.

Results
LUMO (eV): 3.89
Total charge: -1
2S+1: 1
HOMO energy (eV): -3.24
Kohn-Sham gap (eV): 7.1

Atoms and positions in Å:
C (1.021, 1.402, -0.298)
O (0.223, 2.433, 0.049)
C (0.691, -0.105, 0.144)
C (-0.379, -0.906, -0.549)
C (-0.125, -2.319, -0.008)
O (0.774, -2.994, -0.450)
N (0.537, -0.051, 1.612)
H (1.260, 1.386, -1.387)
H (1.993, 1.559, 0.315)
H (1.710, -0.557, 0.000)
H (-1.383, -0.561, -0.285)
H (-0.491, -0.856, -1.656)
H (-0.826, -2.808, 0.720)
H (-0.354, 0.298, 1.940)
H (1.161, 0.652, 2.010)
H (-2.518, 2.067, -1.306)
H (-1.391, 2.078, -0.159)
O (-2.247, 1.650, -0.487)

<iii>
Below is C4H10NO3 as an isolated structure, with properties calculated with ωB97M-V/def2-TZVPD.

Results
LUMO (eV): 1.77
Total charge: -1
2S+1: 1
HOMO energy (eV): -4.14
Kohn-Sham gap (eV): 5.9

Atoms and positions in Å:
C (-0.979, 0.946, -0.812)
C (0.262, 0.317, -0.266)
C (0.182, -1.226, -0.069)
N (0.562, 0.955, 0.983)
C (1.774, 0.931, 1.466)
O (2.253, 1.275, 2.563)
O (2.748, 0.430, 0.565)
H (-1.282, 0.450, -1.734)
H (-0.835, 2.019, -0.827)
H (-1.886, 0.583, -0.185)
H (1.039, 0.523, -1.030)
H (-2.422, 0.463, 0.431)
H (0.946, -1.532, 0.642)
H (-0.827, -1.413, 0.279)
H (0.349, -1.751, -1.007)
H (-2.925, -2.096, -0.911)
H (3.538, 0.400, 1.096)
O (-2.496, -1.275, -1.183)

Which of them is the most stable? Correct choice: <ii>.

<i>
Below is a 2-piece molecular cluster, C4H10NO3 overall, with properties calculated with ωB97M-V/def2-TZVPD.

Results
LUMO (eV): 1.89
Total charge: -1
2S+1: 1
HOMO energy (eV): -4.18
Kohn-Sham gap (eV): 6.1

Atoms and positions in Å:
C (0.851, -1.298, -1.290)
N (0.900, 0.122, -0.828)
C (0.204, 0.588, 1.503)
C (-0.077, 0.630, 0.032)
C (-1.752, 0.006, -0.276)
O (-1.799, -1.209, -0.061)
O (-2.482, 0.890, 0.232)
H (1.546, -1.347, -2.105)
H (1.206, -1.952, -0.492)
H (-0.168, -1.593, -1.473)
H (1.855, 0.166, -0.286)
H (-0.645, 0.995, 2.046)
H (1.087, 1.187, 1.673)
H (0.401, -0.413, 1.870)
H (-0.286, 1.654, -0.230)
H (-1.419, 0.210, -1.350)
H (3.926, 0.424, 0.633)
O (2.990, 0.557, 0.785)

<ii>
Below is a 2-piece molecular cluster, C4H10NO3 overall, with properties calculated with ωB97M-V/def2-TZVPD.

Results
LUMO (eV): 3.67
Total charge: -1
2S+1: 1
HOMO energy (eV): -4.14
Kohn-Sham gap (eV): 7.8

Atoms and positions in Å:
C (0.642, -1.080, -2.022)
N (0.337, -0.082, -0.987)
C (0.633, 1.264, -1.403)
C (-1.042, -0.171, -0.478)
C (-1.096, 0.214, 1.024)
O (-1.349, 1.428, 1.244)
O (-0.882, -0.716, 1.821)
H (-0.286, -1.622, -2.240)
H (1.313, -1.828, -1.580)
H (1.174, -0.654, -2.878)
H (0.152, 1.574, -2.346)
H (1.704, 1.399, -1.502)
H (0.294, 1.960, -0.630)
H (-1.701, 0.528, -1.030)
H (-1.440, -1.168, -0.587)
H (1.650, -0.513, 0.437)
H (1.345, -0.394, 1.933)
O (1.974, -0.779, 1.317)

Which of them is the most stable? Correct choice: <ii>.